# 1
An isolated molecule of C6H10OS at a distorted geometry, computed with the ωB97M-V functional and the def2-TZVPD basis.

HOMO-LUMO gap = 9.4 eV
energy = -19264.0638 eV
E_HOMO = -8.7 eV
SMILES = C[C@@]1(S)CC=C[C@@H]1O
total charge = 0
relative energy (zero: lowest compared OMol25 entry of this formula, charge and spin) = 286.2 kJ/mol
multiplicity = 1

Each line ends with the Löwdin charge.
Element x y z (Å)
C -1.086 1.657 -0.305  -0.143
C -0.688 0.249 0.209  -0.879
S -1.676 -0.039 1.638  0.770
C -0.719 -0.802 -0.896  -0.181
C 0.795 -1.024 -1.353  -0.053
C 1.579 -0.466 -0.446  -0.105
C 0.850 0.232 0.761  -0.335
O 1.346 -0.486 1.964  -0.124
H -2.055 1.713 -0.840  0.078
H -0.424 1.957 -1.177  0.096
H -0.937 2.529 0.463  0.112
H -0.801 -1.175 2.058  -0.016
H -1.288 -1.693 -0.497  0.112
H -1.480 -0.355 -1.512  0.089
H 1.079 -1.716 -2.287  0.141
H 2.748 -0.508 -0.169  0.157
H 1.175 1.345 0.795  0.157
H 1.582 -1.418 1.593  0.126

# 2
C27H33FN7S4SiTi as an isolated structure at a distorted geometry, computed with the ωB97M-V functional and the def2-TZVPD basis.

HOMO-LUMO gap (alpha / beta) = 5.4 / 5.4 eV
energy = -116022.8939 eV
E_HOMO (alpha / beta) = -3.0 / -3.0 eV
total charge = -1
relative energy (zero: lowest compared OMol25 entry of this formula, charge and spin) = 20.7 kJ/mol
multiplicity = 1

Each line ends with the Löwdin charge.
Element x y z (Å)
Ti 0.502 0.025 -1.244  0.640
C 3.923 -1.613 1.138  -0.032
C 2.954 -0.743 0.406  -0.340
N 2.013 -1.246 -0.396  -0.105
N 1.825 -2.621 -0.298  -0.043
C 1.870 -3.457 -1.353  -0.946
N 1.247 -4.663 -1.105  0.072
S 2.653 -3.128 -2.770  0.591
C 2.856 0.658 0.576  -0.267
C 3.771 1.456 1.308  -0.048
C 3.616 2.813 1.347  -0.119
C 2.531 3.407 0.667  -0.096
C 1.641 2.588 0.015  -0.200
N 1.755 1.247 -0.015  -0.069
H 3.491 -2.009 2.064  0.076
H 4.827 -1.066 1.401  0.064
H 4.207 -2.461 0.514  0.076
H 1.373 -2.936 0.551  0.114
H 0.385 -4.612 -0.579  0.061
H 1.189 -5.234 -1.932  0.069
H 4.605 0.980 1.805  0.094
H 4.325 3.429 1.888  0.092
H 2.382 4.477 0.660  0.094
H 0.778 2.979 -0.508  0.055
C -2.773 -1.009 2.139  -0.211
Si -1.230 -1.701 1.278  0.413
C -1.381 -3.605 1.308  -0.178
C 0.258 -1.253 2.346  -0.156
N -1.013 -1.222 -0.378  -0.158
C -2.002 -1.634 -1.255  -0.337
C -3.288 -2.129 -0.964  -0.051
C -4.178 -2.496 -1.967  -0.106
C -3.840 -2.406 -3.307  -0.112
C -2.566 -1.954 -3.642  -0.012
C -1.719 -1.605 -2.627  -0.235
F -0.444 -1.214 -2.941  -0.058
H -2.485 -0.435 3.022  -0.003
H -3.447 -1.811 2.453  0.020
H -3.323 -0.325 1.493  0.017
H -0.430 -4.082 1.569  0.011
H -1.702 -3.977 0.332  0.019
H -2.113 -3.951 2.042  0.023
H -0.042 -0.542 3.116  0.012
H 1.066 -0.790 1.778  0.000
H 0.658 -2.136 2.855  0.032
H -3.612 -2.226 0.061  0.080
H -5.159 -2.856 -1.682  0.095
H -4.544 -2.681 -4.080  0.091
H -2.224 -1.868 -4.664  0.122
S 1.837 0.736 -3.148  0.614
C 0.707 1.697 -4.096  -0.676
C 1.064 2.060 -5.399  -0.145
C 0.233 2.834 -6.192  -0.126
C -0.991 3.261 -5.692  -0.128
C -1.362 2.907 -4.405  -0.146
C -0.532 2.132 -3.590  -0.662
S -1.074 1.739 -1.959  0.611
H 2.018 1.716 -5.781  0.089
H 0.540 3.099 -7.198  0.087
H -1.654 3.864 -6.301  0.087
H -2.315 3.231 -4.004  0.088
C -2.344 2.810 4.775  -0.048
N -0.968 2.564 4.412  -0.135
C 0.119 2.595 5.277  -0.073
C 1.215 2.318 4.550  -0.081
N 0.794 2.118 3.253  0.082
C -0.552 2.271 3.140  -0.788
S -1.472 2.104 1.760  0.656
H -2.431 3.760 5.301  0.087
H -2.728 2.007 5.406  0.090
H -2.919 2.846 3.852  0.046
H 0.006 2.808 6.324  0.111
H 2.249 2.245 4.835  0.111
H 1.375 1.920 2.453  0.100

# 3
A 9-piece molecular cluster, C34H54BBrIO25S overall at a distorted geometry, computed with the ωB97M-V functional and the def2-TZVPD basis.

HOMO-LUMO gap = 6.1 eV
energy = -176973.2423 eV
E_HOMO = -11.8 eV
total charge = +1
relative energy (zero: lowest compared OMol25 entry of this formula, charge and spin) = 0.0 kJ/mol
multiplicity = 1

Each line ends with the Löwdin charge.
Element x y z (Å)
C -3.888 3.629 -2.986  -0.103
C -2.478 3.885 -3.584  -0.173
B -1.807 2.673 -4.281  -0.756
O -1.146 2.777 -5.460  0.150
S -1.717 0.883 -3.544  0.171
Br -3.672 -0.070 -3.882  0.461
I -1.446 1.203 -1.187  0.846
H -4.234 2.600 -3.069  0.013
H -3.923 3.918 -1.937  0.080
H -4.626 4.248 -3.494  0.084
H -1.819 4.325 -2.827  0.109
H -2.556 4.650 -4.360  0.117
H -1.345 2.034 -6.052  0.128
C 4.047 3.695 0.092  -0.015
C 2.602 3.440 -0.242  -0.321
C 2.089 4.158 -1.472  -0.084
O 0.688 4.305 -1.172  0.009
C 0.569 4.332 0.185  -0.591
O -0.432 4.619 0.760  0.152
O 1.728 3.978 0.771  0.094
H 4.304 3.223 1.040  0.086
H 4.698 3.291 -0.683  0.099
H 4.244 4.762 0.195  0.091
H 2.408 2.364 -0.304  0.145
H 2.222 3.592 -2.391  0.137
H 2.524 5.152 -1.591  0.142
C -1.479 -2.232 3.760  -0.006
C -0.744 -0.943 3.512  -0.301
C -1.547 0.131 2.822  -0.083
O -0.521 0.871 2.127  0.005
C 0.499 0.011 1.879  -0.600
O 1.404 0.260 1.139  0.125
O 0.333 -1.136 2.550  0.100
H -0.806 -2.985 4.163  0.078
H -2.289 -2.086 4.472  0.094
H -1.888 -2.630 2.829  0.098
H -0.302 -0.573 4.437  0.145
H -2.084 0.777 3.508  0.126
H -2.241 -0.280 2.081  0.130
C 5.593 5.278 3.516  -0.016
C 6.889 4.961 2.814  -0.327
C 8.087 5.755 3.283  -0.085
O 8.907 5.783 2.106  0.071
C 8.090 5.679 1.036  -0.564
O 8.423 5.853 -0.092  0.148
O 6.835 5.341 1.423  0.071
H 4.764 4.739 3.058  0.073
H 5.651 4.995 4.567  0.095
H 5.368 6.343 3.448  0.095
H 7.094 3.887 2.855  0.160
H 8.622 5.289 4.106  0.142
H 7.828 6.782 3.550  0.142
C 3.293 -6.086 3.525  -0.020
C 1.845 -6.425 3.285  -0.328
C 1.206 -5.726 2.106  -0.093
O -0.172 -5.663 2.503  0.056
C -0.205 -5.660 3.860  -0.572
O -1.169 -5.419 4.510  0.160
O 1.015 -5.954 4.364  0.089
H 3.647 -6.551 4.445  0.090
H 3.909 -6.438 2.698  0.092
H 3.425 -5.008 3.632  0.091
H 1.712 -7.508 3.214  0.160
H 1.306 -6.271 1.171  0.138
H 1.576 -4.706 1.977  0.137
C -4.218 2.249 8.688  -0.018
C -2.926 1.961 7.968  -0.323
C -2.936 2.250 6.484  -0.086
O -1.965 1.313 5.989  0.040
C -1.938 0.260 6.850  -0.549
O -1.381 -0.770 6.642  0.168
O -2.631 0.550 7.970  0.098
H -4.158 1.922 9.725  0.092
H -4.434 3.317 8.671  0.094
H -5.047 1.712 8.224  0.093
H -2.093 2.472 8.458  0.161
H -2.642 3.266 6.235  0.141
H -3.901 2.024 6.024  0.140
C -6.295 -2.594 -3.770  -0.047
C -7.765 -2.792 -4.014  -0.324
C -8.342 -2.017 -5.175  -0.089
O -9.705 -1.842 -4.774  0.067
C -9.740 -1.859 -3.416  -0.558
O -10.677 -1.552 -2.759  0.176
O -8.545 -2.275 -2.920  0.085
H -5.982 -3.112 -2.864  0.099
H -5.714 -2.978 -4.604  0.071
H -6.068 -1.531 -3.624  0.028
H -7.989 -3.856 -4.111  0.150
H -8.288 -2.553 -6.119  0.134
H -7.884 -1.029 -5.287  0.136
C 9.879 3.225 -0.792  -0.024
C 11.205 2.746 -1.321  -0.324
C 11.393 2.895 -2.814  -0.095
O 12.306 1.831 -3.111  0.062
C 12.127 0.862 -2.178  -0.564
O 12.584 -0.230 -2.241  0.168
O 11.346 1.320 -1.168  0.080
H 9.789 2.990 0.270  0.090
H 9.772 4.296 -0.920  0.069
H 9.057 2.723 -1.307  0.094
H 12.027 3.221 -0.778  0.161
H 11.817 3.852 -3.105  0.139
H 10.467 2.722 -3.368  0.138
C -7.770 -8.957 -7.036  -0.018
C -7.880 -7.640 -6.312  -0.319
C -8.262 -6.459 -7.175  -0.080
O -7.645 -5.365 -6.474  0.047
C -6.579 -5.864 -5.802  -0.560
O -5.748 -5.193 -5.273  0.147
O -6.594 -7.209 -5.813  0.098
H -7.397 -9.730 -6.366  0.091
H -8.745 -9.265 -7.414  0.095
H -7.073 -8.883 -7.871  0.093
H -8.552 -7.729 -5.455  0.161
H -9.335 -6.303 -7.251  0.142
H -7.829 -6.515 -8.176  0.141